The following is a DFT calculation (ωB97M-V/def2-TZVPD) of a molecular structure, C31H36N2O4.

Lowest unoccupied orbital energy = -0.80 eV
HOMO level = -5.280 eV
Gap between HOMO and LUMO = 0.165 Eh
Relative energy (zero: lowest compared OMol25 entry of this formula, charge and spin) = 118.3 kcal per mole

Geometry (Å):
C 4.4809 -2.3004 3.5232
C 3.5426 -1.1341 3.4009
O 2.2637 -1.6766 2.9965
C 1.3744 -0.6978 2.7091
C 0.1191 -1.2488 2.0006
C -1.0010 -0.2460 2.3569
O -0.8414 0.9566 2.4085
C -2.4276 -0.7797 2.6580
C -2.4752 -2.1431 3.3080
C -1.6021 -3.1189 2.5297
C -0.1454 -2.6571 2.5087
O 1.6321 0.4589 2.9745
H 5.4769 -1.9367 3.7815
H 4.1513 -2.9871 4.3106
H 4.5572 -2.8569 2.5820
H 3.4002 -0.6085 4.3513
H 3.8808 -0.4199 2.6406
H -2.9281 -0.0392 3.2953
H -2.9764 -0.7931 1.7008
H -2.1295 -2.0698 4.3467
H -3.5103 -2.5025 3.3366
H -1.6386 -4.1127 2.9930
H -1.9807 -3.2217 1.5032
H 0.4139 -3.3478 1.8777
H 0.2578 -2.7500 3.5307
C 0.1934 6.9707 -0.4833
C -0.3170 5.6406 -0.9544
C 0.3864 4.9324 -1.9318
C -0.0763 3.7021 -2.4087
C 0.7039 2.9455 -3.4355
C -1.2692 3.1964 -1.8877
N -1.8146 1.9839 -2.4153
C -1.3368 0.7263 -2.1825
C -0.4182 0.4392 -1.0872
C 0.3547 -0.8070 -1.2150
C 0.7239 -1.5701 -0.1726
C 1.5651 -2.7295 -0.4447
C 2.2620 -3.4646 0.5543
C 2.9414 -4.6514 0.2869
C 3.0583 -5.1198 -1.0269
C 2.4885 -4.3645 -2.0598
C 1.7693 -3.2031 -1.7807
O -0.3135 1.2239 -0.1345
N -2.1104 -0.1294 -2.8751
C -1.9884 -1.5757 -2.9259
C -3.0572 0.5913 -3.6000
C -2.8887 1.8932 -3.3038
C -1.9597 3.8475 -0.8667
C -3.1389 3.2026 -0.2184
C -1.4819 5.0841 -0.4198
H -0.5190 7.4325 0.2062
H 1.1560 6.8685 0.0348
H 0.3527 7.6532 -1.3274
H 1.3148 5.3398 -2.3385
H 0.0777 2.5805 -4.2587
H 1.4632 3.6125 -3.8591
H 1.2360 2.0881 -2.9992
H 0.6666 -0.9709 -2.2543
H 0.3586 -1.2078 0.8711
H 2.2759 -3.0876 1.5726
H 3.3834 -5.2060 1.1167
H 3.5907 -6.0457 -1.2436
H 2.5984 -4.6858 -3.0967
H 1.3443 -2.6572 -2.6242
H -2.9300 -1.9774 -3.3143
H -1.1755 -1.8858 -3.5985
H -1.8035 -1.9921 -1.9290
H -3.7742 0.0948 -4.2324
H -3.4275 2.7657 -3.6295
H -3.5727 3.9074 0.4989
H -3.9188 2.9277 -0.9385
H -2.8377 2.3054 0.3417
H -2.0297 5.6085 0.3666

Here are the Löwdin charges for atoms 1 to 6, given in e: atom 1 (C): -0.074, atom 2 (C): -0.220, atom 3 (O): -0.074, atom 4 (C): -0.428, atom 5 (C): -0.163, atom 6 (C): -0.341

=====

The following is a DFT calculation (ωB97M-V/def2-TZVPD) of 5 unconnected molecules or ions with the total composition C31H69N3O5S2.

Lowest unoccupied orbital energy (spin up / spin down) = -2.78 / -6.45 eV
Multiplicity = 2
<S²> = 0.75
HOMO level (spin up / spin down) = -9.472 / -9.471 eV
Gap between HOMO and LUMO (spin up / spin down) = 0.246 / 0.111 Eh
Net charge = +1

Geometry (Å):
C 34.1805 -17.4761 -17.8695
S 35.4148 -17.6397 -19.2471
O 35.5229 -16.2132 -19.5931
C 36.9766 -18.1129 -18.3502
H 33.6569 -16.5301 -18.0068
H 34.6843 -17.6841 -16.9256
H 33.3570 -18.1857 -17.7884
H 37.6048 -17.2887 -18.0125
H 37.5695 -18.8885 -18.8350
H 36.6997 -18.6650 -17.4520
C 38.2191 -8.5410 -18.0642
S 38.6134 -8.6545 -16.2567
O 38.0980 -7.3404 -15.6840
C 37.4148 -10.0102 -15.9893
H 38.5822 -9.3651 -18.6783
H 38.9455 -7.8170 -18.4333
H 37.2366 -8.3704 -18.5043
H 37.1144 -10.3295 -14.9914
H 37.5504 -10.9216 -16.5715
H 36.4201 -9.6396 -16.2371
C 31.1813 -10.3596 -24.8475
C 31.7966 -8.9682 -25.2135
C 30.8239 -7.8411 -24.7554
C 31.3067 -6.3826 -24.7584
C 32.5630 -6.2310 -23.9917
C 33.6796 -7.1834 -24.5267
N 33.0512 -8.5771 -24.4904
O 33.8831 -9.6723 -24.2375
C 34.3592 -6.7318 -25.8615
C 34.7398 -7.1970 -23.4309
C 32.0076 -8.9467 -26.7123
H 31.7884 -11.2554 -24.9784
H 30.2740 -10.5211 -25.4297
H 30.8322 -10.4086 -23.8161
H 29.9535 -7.8345 -25.4115
H 30.4889 -8.1099 -23.7536
H 30.5090 -5.8006 -24.2967
H 31.4506 -6.1262 -25.8080
H 32.4103 -6.5260 -22.9536
H 32.8768 -5.1997 -24.1531
H 34.8258 -5.7467 -25.8605
H 35.1553 -7.4224 -26.1399
H 33.6764 -6.7374 -26.7111
H 35.4399 -8.0101 -23.6229
H 35.4847 -6.4127 -23.5651
H 34.3697 -7.3525 -22.4175
H 31.4285 -9.7454 -27.1758
H 32.9944 -8.8492 -27.1648
H 31.7060 -7.9734 -27.0996
H 34.2606 -9.7637 -25.1154
C 38.0654 -18.8286 -24.9341
C 37.7294 -17.3558 -25.1147
C 39.1124 -16.5976 -24.5889
C 40.1890 -16.5269 -25.6899
C 39.5158 -15.7013 -26.8417
C 38.3216 -16.4087 -27.4967
N 37.4207 -17.1261 -26.5486
O 36.2421 -17.6323 -27.1138
C 37.5577 -15.3283 -28.2878
C 38.9047 -17.4355 -28.4574
C 36.5467 -16.7220 -24.2415
H 38.6155 -19.0272 -24.0143
H 37.2205 -19.5022 -25.0773
H 38.7695 -19.0028 -25.7477
H 38.9587 -15.6880 -24.0084
H 39.5556 -17.2942 -23.8774
H 41.1363 -16.0851 -25.3805
H 40.4881 -17.5468 -25.9316
H 40.3314 -15.5157 -27.5405
H 39.2111 -14.7035 -26.5261
H 36.8942 -14.6036 -27.8158
H 36.8444 -15.7332 -29.0057
H 38.3341 -14.7624 -28.8025
H 38.0421 -17.7125 -29.0634
H 39.3209 -18.2814 -27.9102
H 39.7361 -17.0515 -29.0485
H 36.9162 -16.6278 -23.2204
H 36.2069 -15.7959 -24.7052
H 35.6206 -17.2956 -24.2038
H 35.5431 -16.9870 -26.9846
C 34.1921 -10.9184 -18.2133
C 33.6568 -12.0126 -19.1943
C 32.7905 -11.3601 -20.3494
C 33.6249 -10.9292 -21.5357
C 34.5328 -12.0041 -22.0178
C 35.5670 -12.5750 -20.9319
N 34.7577 -12.9158 -19.7439
O 35.5117 -13.6056 -18.7463
C 35.9804 -13.9176 -21.6408
C 36.6958 -11.5622 -20.9130
C 32.6245 -12.8769 -18.4246
H 35.1631 -11.1276 -17.7644
H 33.4360 -10.6178 -17.4880
H 34.3066 -9.9988 -18.7873
H 32.0775 -12.0619 -20.7822
H 32.2894 -10.4496 -20.0207
H 34.1735 -10.0168 -21.3020
H 32.9191 -10.6491 -22.3177
H 35.0045 -11.5019 -22.8624
H 33.8203 -12.6758 -22.4967
H 36.6327 -14.5000 -20.9901
H 35.0987 -14.5374 -21.8037
H 36.4982 -13.8178 -22.5947
H 37.5303 -11.6975 -21.6010
H 36.3917 -10.5155 -20.9202
H 37.3967 -11.7138 -20.0921
H 31.9877 -12.2940 -17.7592
H 33.1639 -13.4832 -17.6969
H 32.0815 -13.5951 -19.0389
H 35.3288 -14.5420 -18.8526

Here are the Löwdin charges for atoms 1 to 6, given in e: atom 1 (C): -0.214, atom 2 (S): 0.877, atom 3 (O): -0.590, atom 4 (C): -0.237, atom 5 (H): 0.050, atom 6 (H): 0.044

=====

Number 1 is which compound? C31H36N2O4